# 1
Here is a single C4H4ClN molecule in a non-equilibrium geometry from OMol25. Energies are from wB97M-V/def2-TZVPD.

Calculated values
energy above the lowest of the compared OMol25 structures with the same formula, charge and spin: 130.0 kJ/mol
E_HOMO: -10.72 eV
SMILES string: C=C[C@H](Cl)C#N
gap between HOMO and LUMO: 11.08 eV
lowest unoccupied orbital energy: 0.014 Ha

Element x y z (Å)
Cl (0.125, -0.035, -2.174)
N (-0.938, 2.920, 0.020)
C (0.246, -0.208, 0.572)
C (-0.537, 0.413, -0.572)
C (0.812, -1.418, 0.574)
C (-0.687, 1.838, -0.344)
H (1.446, -1.850, 1.388)
H (-1.600, -0.031, -0.563)
H (0.190, 0.419, 1.430)
H (0.943, -2.048, -0.332)

Force components x, y, z for each atom (eV/Å):
-0.1 0.3 0.0
0.7 -2.2 -1.0
0.0 -1.1 -0.4
-1.3 -1.7 0.0
1.3 -0.3 -0.4
-0.8 2.6 0.8
-1.1 0.8 -0.3
1.5 0.7 0.0
0.2 0.2 0.8
-0.6 0.7 0.4

These are the natural (NBO) partial charges, in e, on atoms 1 to 2: Cl -0.0042; N -0.2723

=====

# 2
Here is a gas-phase ion, C16H26N3O5S2 (charge +1) in a non-equilibrium geometry from OMol25. Energies are from wB97M-V/def2-TZVPD.

Calculated values
energy above the lowest of the compared OMol25 structures with the same formula, charge and spin: 1636.8 kJ/mol
E_HOMO: -12.12 eV
SMILES string: CC(=O)N1CC[NH+](S(=O)(=O)c2ccc(S(=O)(=O)NCC(C)C)cc2)CC1
gap between HOMO and LUMO: 8.03 eV
charge: +1
lowest unoccupied orbital energy: -0.150 Ha

Element x y z (Å)
S (3.276, 2.115, 0.072)
S (-3.040, 1.855, -0.649)
O (-0.088, -1.029, -0.017)
O (-3.701, 3.063, -0.556)
O (3.426, 2.549, 1.466)
O (-3.293, 0.792, -1.729)
O (3.728, 3.296, -0.636)
N (-2.396, -1.172, 0.343)
N (3.771, 0.799, -0.461)
N (-3.702, 1.093, 0.757)
C (-3.809, -1.413, -0.175)
C (0.928, 1.422, -1.353)
C (-0.429, 1.371, -1.305)
C (1.362, 2.314, -0.094)
C (0.646, 3.098, 0.613)
C (-1.110, 2.155, -0.637)
C (-1.203, -1.393, -0.415)
C (-2.252, -0.931, 1.634)
C (-4.695, -0.154, 0.718)
C (5.122, -2.003, -0.547)
C (-0.785, 2.966, 0.563)
C (2.920, -2.702, 0.331)
C (3.644, -1.753, -0.444)
C (3.407, -0.327, 0.191)
C (-2.680, 0.663, 1.926)
C (-1.563, -1.979, -1.680)
H (-1.197, -0.776, 2.036)
H (5.295, -2.857, -0.811)
H (3.980, -0.415, 1.267)
H (3.404, -2.924, 1.486)
H (1.182, 3.629, 1.306)
H (1.546, 0.939, -1.967)
H (-2.168, -1.253, -2.436)
H (2.414, -0.171, 0.606)
H (-2.290, -2.850, -1.618)
H (4.701, 0.976, -0.914)
H (-1.968, 1.479, 1.769)
H (-5.061, -0.416, 1.505)
H (2.966, -3.564, -0.107)
H (-1.395, 3.699, 0.729)
H (-4.254, -2.069, 0.258)
H (-5.194, 0.190, -0.143)
H (3.138, -1.568, -1.394)
H (1.734, -2.461, 0.606)
H (5.717, -0.958, -1.069)
H (-4.282, 1.909, 1.080)
H (-0.677, 0.642, -2.203)
H (-2.874, -1.435, 2.253)
H (5.637, -2.018, 0.261)
H (-3.242, 1.035, 2.936)
H (-3.965, -1.325, -1.056)
H (-0.633, -2.134, -2.293)

Force components x, y, z for each atom (eV/Å):
-3.8 11.3 4.5
3.2 -6.3 -6.2
-2.2 -1.1 -0.5
-1.9 3.6 0.0
0.0 -3.3 0.3
0.4 3.8 3.2
0.7 -1.6 -2.6
0.3 -2.0 -5.0
3.3 0.2 -4.1
-1.2 -2.0 4.9
6.7 9.3 10.2
-1.3 5.9 8.4
4.9 -7.8 -9.6
5.9 -8.1 -8.6
-4.8 0.9 2.5
-8.2 5.7 9.2
-0.6 1.5 1.6
2.2 6.5 4.1
7.9 3.1 -14.0
-2.9 11.8 -2.9
5.3 -4.2 -6.3
-3.1 2.1 7.9
0.0 5.2 -0.4
1.1 -4.6 6.1
-2.0 1.9 0.6
-0.6 0.0 -4.8
-1.1 -1.4 -0.9
2.2 -9.2 -4.9
-0.8 0.3 -2.2
-1.1 0.9 -3.2
0.8 1.7 2.0
2.4 -1.8 -2.1
1.3 -1.1 2.2
-0.6 -0.4 -0.6
1.4 0.7 0.0
-1.0 -0.7 0.4
0.8 -1.0 0.4
-4.1 -2.5 9.3
-0.1 -5.5 -2.4
-3.8 4.0 2.1
-4.4 -9.0 4.7
-2.3 -0.1 -0.2
0.3 -0.8 -0.7
3.2 -0.4 -1.1
-1.6 -3.7 0.6
0.6 -0.9 0.1
-1.1 1.6 2.1
-1.5 -2.1 2.0
2.5 0.6 6.5
1.2 -1.6 -2.2
-1.4 1.3 -10.8
-0.9 -0.6 0.7

These are the natural (NBO) partial charges, in e, on atoms 1 to 2: S 2.2795; S 2.1823

=====

# 3
Here is a molecular structure, C54H119N5O8 in a non-equilibrium geometry from OMol25. Energies are from wB97M-V/def2-TZVPD.

Calculated values
energy above the lowest of the compared OMol25 structures with the same formula, charge and spin: 3135.0 kJ/mol
E_HOMO: -7.45 eV
gap between HOMO and LUMO: 7.66 eV
lowest unoccupied orbital energy: 0.008 Ha

Element x y z (Å)
O (0.563, -1.938, 3.727)
O (0.429, -0.384, -4.358)
O (-2.946, 2.294, -0.219)
O (0.273, 2.270, 5.804)
O (4.246, 4.278, -0.536)
O (-0.238, -2.392, -1.741)
O (-5.179, -6.206, -2.238)
O (3.806, -2.576, -3.371)
N (1.874, -2.407, 3.641)
N (0.510, -1.219, -5.408)
N (-3.800, 3.371, -0.248)
N (0.491, 3.067, 4.657)
N (-0.843, -1.495, -0.964)
C (3.455, -1.372, -2.710)
C (-4.247, -5.230, -2.009)
C (1.921, 3.467, 4.492)
C (-0.536, 0.326, -6.806)
C (-1.755, 0.615, 0.941)
C (0.618, -0.638, -6.760)
C (1.986, 0.022, -7.250)
C (-5.028, 3.164, -1.060)
C (-2.911, -2.901, -0.323)
C (4.387, -3.701, 4.215)
C (-4.196, 3.387, 2.177)
C (2.923, -0.130, 3.837)
C (-0.955, -2.598, 1.482)
C (-0.259, 3.832, 2.363)
C (2.736, -1.511, 5.982)
C (-0.510, 2.831, 3.538)
C (0.314, -1.749, -7.761)
C (4.375, -2.215, 4.101)
C (2.434, 4.074, 5.856)
C (2.752, -2.377, -5.050)
C (1.231, 4.234, 2.094)
C (-5.962, 5.360, 0.119)
C (3.364, -4.374, 3.309)
C (1.878, -3.888, 3.597)
C (-2.249, 4.716, 1.223)
C (-6.005, 2.020, -0.518)
C (-2.581, -0.664, 0.668)
C (-1.969, 3.082, 3.959)
C (-1.721, -1.978, 0.193)
C (-4.620, 2.835, -2.492)
C (0.999, -4.295, 2.414)
C (3.954, 2.582, 1.116)
C (4.759, -0.700, -2.135)
C (2.899, 2.304, 4.116)
C (1.235, -2.472, -5.129)
C (-1.090, 0.946, -0.357)
C (-3.735, 4.223, 0.931)
C (-2.948, -6.012, -1.875)
C (3.387, 3.410, -0.089)
C (-0.217, -0.166, -0.954)
C (2.732, 2.609, -1.326)
C (2.588, -1.863, -1.485)
C (0.807, -3.546, -6.111)
C (-5.821, 4.551, -1.202)
C (1.148, -0.270, -0.237)
C (-0.298, 1.365, 3.118)
C (1.337, -4.332, 4.980)
C (-4.515, -4.363, -0.845)
C (-0.006, 0.214, -2.424)
C (1.953, 4.614, 3.454)
C (0.825, -3.170, -3.794)
C (1.029, -3.041, -7.558)
C (2.909, -1.614, 4.400)
C (-4.624, 5.586, 0.735)
H (-0.764, -1.916, -7.774)
H (2.037, 3.134, -1.982)
H (2.512, 3.919, 0.313)
H (2.038, 0.446, 4.108)
H (-1.715, -2.835, 2.227)
H (1.285, -3.773, 1.501)
H (1.888, 3.585, 1.514)
H (-0.290, -1.886, 1.970)
H (-3.535, -2.346, -1.023)
H (-5.732, 1.084, -1.006)
H (1.427, -4.063, -3.625)
H (0.336, 1.245, -2.517)
H (0.910, -2.469, -2.964)
H (3.535, 2.270, -1.980)
H (2.619, 1.800, 3.191)
H (3.484, -4.175, 2.244)
H (-5.432, 5.051, -2.089)
H (-3.318, -0.359, -0.076)
H (-5.173, -4.794, -0.090)
H (-0.244, 1.315, -6.453)
H (3.063, -2.377, 6.556)
H (1.019, -5.380, 2.311)
H (3.000, -1.558, -4.375)
H (3.002, -0.121, 2.750)
H (5.347, -4.082, 3.868)
H (2.539, 0.544, -6.469)
H (2.105, 5.112, 5.903)
H (0.655, -3.659, 5.499)
H (-2.253, -5.385, -1.316)
H (2.598, -0.985, -0.840)
H (-0.905, 0.463, -7.822)
H (-4.085, -4.540, -2.837)
H (0.692, -3.861, -8.192)
H (-5.492, 2.574, -3.093)
H (3.145, -0.670, 6.542)
H (-3.646, 2.483, 2.438)
H (0.554, -1.440, -8.778)
H (-0.383, -3.458, 1.135)
H (3.862, 0.347, 4.119)
H (1.283, 5.426, 3.737)
H (4.795, -0.862, -1.058)
H (2.192, -4.577, 5.611)
H (-2.581, 3.094, 3.057)
H (1.889, 0.807, -8.000)
H (4.721, 0.385, -2.235)
H (-2.449, -3.776, -0.780)
H (0.862, -0.259, -2.883)
H (1.706, -0.972, -0.855)
H (-1.418, 0.017, -6.245)
H (-0.252, -3.794, -6.050)
H (2.114, -2.951, -7.620)
H (1.215, 5.104, 1.437)
H (1.719, -1.575, 6.368)
H (-4.792, 5.959, 1.745)
H (4.290, 1.625, 0.716)
H (5.158, -1.810, 4.742)
H (-0.825, 0.035, -3.121)
H (3.008, -2.818, -3.848)
H (-1.377, 4.197, 0.824)
H (2.141, 1.749, -1.012)
H (-2.095, 4.789, 2.299)
H (-6.528, 6.277, -0.041)
H (1.178, -0.638, 0.789)
H (3.323, -3.257, -4.754)
H (-0.966, 1.111, 2.295)
H (-5.125, -6.741, -1.443)
H (0.376, 1.323, 5.686)
H (-0.885, 4.722, 2.298)
H (5.114, 3.919, -0.736)
H (4.811, 3.054, 1.597)
H (3.196, 2.376, 1.872)
H (-3.910, 2.012, -2.415)
H (-2.059, 4.087, 4.371)
H (0.241, -2.090, 2.835)
H (-3.695, -4.147, -0.161)
H (-2.543, -6.398, -2.811)
H (-3.409, -3.309, 0.557)
H (3.361, -5.436, 3.553)
H (0.630, 1.118, 2.603)
H (1.751, 0.635, -0.167)
H (-4.047, 3.863, 3.146)
H (2.944, 5.067, 3.408)
H (3.854, 2.724, 3.799)
H (-5.929, 1.936, 0.566)
H (-4.980, -3.431, -1.168)
H (-2.879, -6.912, -1.263)
H (4.708, -1.975, 3.091)
H (2.925, 1.645, 4.984)
H (1.541, -2.060, -1.713)
H (-5.227, 3.049, 2.078)
H (-1.844, 1.370, -1.020)
H (-3.228, -0.866, 1.521)
H (2.571, -0.798, -7.665)
H (-2.174, 2.695, -0.625)
H (5.602, -1.123, -2.681)
H (-0.879, -2.332, -2.454)
H (-0.251, 1.589, -0.093)
H (-7.040, 2.169, -0.826)
H (3.507, 4.256, 5.789)
H (-6.581, 4.765, 0.790)
H (4.318, -3.996, 5.262)
H (-2.489, 2.380, 4.612)
H (0.692, -5.209, 4.918)
H (-0.849, 0.527, 1.541)
H (-0.507, -0.269, -4.181)
H (-0.550, 0.674, 3.922)
H (-0.221, -3.471, -3.852)
H (-4.049, 6.307, 0.154)
H (-2.151, 5.716, 0.800)
H (-0.409, 3.292, 1.428)
H (3.022, -0.732, -3.479)
H (3.205, -1.990, -5.963)
H (2.917, -2.689, -0.855)
H (-6.868, 4.362, -1.439)
H (-4.082, 3.678, -2.925)
H (2.269, 3.463, 6.744)
H (1.421, -4.430, -5.937)
H (-2.426, 1.345, 1.394)
H (-0.048, -4.099, 2.644)

Force components x, y, z for each atom (eV/Å):
0.4 0.5 2.0
1.4 -0.1 -4.8
-2.0 2.2 -0.3
-0.4 1.0 0.3
3.1 4.0 -1.6
-1.3 -1.4 0.0
-2.4 -0.7 -1.0
4.9 0.3 7.3
2.7 0.2 -1.0
0.6 -3.2 -2.7
-2.0 2.7 -1.4
-0.3 1.2 0.2
-3.9 2.8 4.5
2.3 -2.5 3.8
2.4 -0.7 0.3
0.0 0.2 0.3
-0.4 1.4 -0.6
-0.2 -3.2 -1.6
0.3 0.3 -0.1
-0.5 -0.3 0.9
-1.3 0.9 0.4
6.2 3.2 1.4
0.4 -0.8 -0.6
-1.3 0.2 0.0
-0.1 -3.3 0.0
-2.0 0.8 -3.3
4.5 -1.6 0.4
-0.8 -1.1 0.3
1.8 -0.5 0.8
-0.5 -0.2 -0.9
-1.4 0.4 -0.3
0.3 0.3 -1.3
-2.4 2.7 -7.3
1.0 0.4 1.8
0.2 -1.0 -1.1
-2.2 0.5 1.4
0.6 1.0 1.1
-3.1 1.1 -1.8
1.0 0.6 -0.5
1.4 -0.2 0.3
0.6 0.2 -0.2
-0.8 2.5 0.5
0.6 -0.3 0.6
0.1 -0.9 1.5
-0.4 -0.7 -1.5
-1.2 -0.2 -0.5
-1.0 2.7 0.1
-0.6 -2.0 0.8
0.8 -0.4 -0.1
0.1 0.2 0.8
1.7 0.4 0.6
-3.7 -3.4 0.7
-0.4 -0.1 0.3
0.7 -0.5 1.0
3.0 0.0 -2.2
0.2 0.8 -2.0
-0.4 -0.7 1.1
-2.7 1.8 1.2
-0.7 1.1 0.2
-0.1 -1.3 -0.3
-3.1 -1.6 1.3
1.6 1.2 3.5
-1.7 -0.2 -0.9
-0.1 1.6 -0.7
0.5 -1.5 1.8
0.7 1.0 0.1
0.9 -1.6 0.9
-0.2 -0.2 0.2
0.2 0.9 0.4
0.8 0.6 -0.7
0.3 -1.2 0.1
0.0 -0.4 0.0
0.3 -0.3 0.1
-1.3 -0.7 1.0
-1.2 0.6 -2.6
0.3 -0.1 0.5
0.3 -0.2 0.3
0.0 0.0 0.0
-0.6 0.4 0.2
0.5 -1.0 -1.4
0.1 -0.2 0.0
-0.6 0.3 0.9
0.6 -0.1 0.0
0.3 0.6 0.5
0.1 -0.3 -0.6
-0.9 -0.6 -0.4
0.0 0.1 0.1
0.9 -0.4 -0.5
0.4 -0.1 -0.3
-1.3 0.0 -3.1
-0.4 -0.5 -0.3
0.3 0.1 0.2
0.0 -0.4 0.4
-0.8 -0.2 0.6
0.5 0.7 -0.4
0.8 0.0 -0.7
4.7 -1.8 -0.8
0.2 0.1 -0.2
-0.5 -0.4 -0.7
0.1 0.4 -0.5
0.1 -0.1 0.0
0.4 0.4 -0.8
-0.5 -0.4 -1.5
0.0 0.6 0.0
-0.9 0.6 -0.1
-0.3 -0.3 0.5
0.1 0.1 0.9
0.4 -0.4 -0.1
-0.2 0.0 0.3
1.8 -0.1 1.0
-0.6 -0.3 -0.3
0.1 0.0 -0.3
0.6 0.9 -0.3
-0.4 -0.1 2.2
-5.2 2.4 2.1
0.2 -0.3 0.2
-0.1 0.0 0.5
0.1 0.2 -0.6
-0.1 0.4 0.1
-0.7 0.5 -0.8
0.4 0.3 0.1
0.2 -0.3 0.2
-0.4 0.4 0.4
-1.3 0.8 2.9
0.1 -0.8 3.9
-1.9 0.0 -0.7
0.5 0.4 -0.2
-1.9 0.3 -0.9
0.2 0.2 -0.1
-0.7 -0.3 0.2
-0.8 -1.3 -3.8
0.1 2.3 4.0
-0.4 -0.3 -0.1
0.3 -0.5 -0.9
2.7 -0.8 1.6
-0.1 -0.3 0.0
-0.1 0.3 -0.1
0.4 0.1 -0.7
-0.2 -0.3 -0.5
0.1 0.0 0.3
0.8 -0.1 1.4
-2.6 -3.1 -2.2
0.1 0.6 -0.2
0.7 2.3 1.0
0.1 -0.2 -0.5
0.7 0.3 0.7
-0.4 -0.1 0.0
-0.8 0.9 -0.3
0.2 -0.3 -0.4
0.4 0.1 0.9
-0.2 -0.2 -0.2
-0.2 -0.3 0.3
-1.2 -0.2 0.4
-0.4 0.3 -0.3
0.4 0.8 -0.3
1.1 -0.1 0.1
-0.2 0.4 0.0
1.6 -1.6 -0.9
0.3 -0.6 0.4
0.3 0.3 0.0
0.1 0.1 0.1
0.1 0.2 0.3
0.6 -1.0 -0.8
-0.4 1.3 -0.5
0.0 0.4 0.1
0.4 -0.5 -0.2
-0.1 -0.2 0.1
-0.3 -0.2 0.0
0.6 -0.2 0.3
0.3 -0.6 -0.2
-1.1 -3.1 -2.4
0.5 -0.4 -1.4
0.4 -0.1 0.1
-0.1 -0.2 -0.1
0.1 -0.1 0.0
-0.1 0.3 0.1
-0.4 -0.5 0.6
-0.7 1.0 1.1
-0.1 -0.4 -0.5
0.8 -0.3 -0.7
0.0 -0.6 -0.4
-0.1 0.0 -0.1
-0.4 0.2 -0.2
-0.1 -0.1 0.0
0.7 -0.2 -0.2
0.6 -0.2 0.3

These are the Löwdin partial charges, in e, on atoms 1 to 2: O -0.0310; O -0.1142

=====

# 4
Here is a molecular structure, C12H10B2BrF8MnN2O4 in a non-equilibrium geometry from OMol25. Energies are from wB97M-V/def2-TZVPD.

Calculated values
energy above the lowest of the compared OMol25 structures with the same formula, charge and spin: 15.2 kJ/mol
E_HOMO (spin up / spin down): -5.42 / -5.47 eV
gap between HOMO and LUMO (spin up / spin down): 6.77 / 6.74 eV
charge: -1
multiplicity: 6
lowest unoccupied orbital energy (spin up / spin down): 0.049 / 0.047 Ha

Element x y z (Å)
Br (-3.051, 0.232, 0.461)
Mn (-0.985, 1.126, -0.814)
F (-0.449, 5.050, -0.867)
F (0.446, 3.007, -1.471)
F (-2.562, 0.027, -3.014)
F (-1.073, 3.072, 0.139)
F (1.028, 3.905, 0.562)
F (-2.256, 1.873, -4.381)
F (-0.637, 1.158, -2.849)
F (-2.546, 2.113, -2.093)
O (0.215, 0.907, 0.909)
O (1.203, -1.849, -2.314)
O (-0.461, -0.939, -1.296)
O (-0.475, 0.297, 2.850)
N (0.294, 0.868, 2.130)
N (0.089, -1.877, -1.827)
C (1.406, 1.590, 2.733)
C (3.625, 2.661, 3.935)
C (3.656, 2.427, 2.564)
C (1.337, 1.933, 4.067)
C (-0.862, -5.414, -2.502)
C (-2.573, -4.340, -1.177)
C (2.551, 1.827, 1.978)
C (-2.085, -5.447, -1.874)
C (-1.892, -3.131, -1.236)
C (-0.080, -4.275, -2.426)
C (2.457, 2.503, 4.653)
C (-0.641, -3.142, -1.854)
B (-0.006, 3.832, -0.392)
B (-2.015, 1.320, -3.134)
H (-3.514, -4.372, -0.646)
H (2.460, 2.817, 5.689)
H (4.528, 2.638, 1.964)
H (0.405, 1.781, 4.593)
H (-0.478, -6.257, -3.061)
H (0.958, -4.223, -2.722)
H (4.495, 3.073, 4.434)
H (2.493, 1.767, 0.898)
H (-2.237, -2.251, -0.702)
H (-2.773, -6.284, -1.909)

Force components x, y, z for each atom (eV/Å):
0.1 -0.2 0.0
-1.1 0.5 0.8
0.3 -0.2 0.4
0.3 0.0 0.1
0.0 0.2 -0.2
-0.7 0.1 0.7
-0.4 0.3 -0.2
0.3 -0.1 0.4
0.8 0.1 -0.7
0.3 0.2 -0.1
0.9 -0.4 0.2
-0.2 0.1 0.1
0.2 -0.2 0.3
-0.1 -0.2 0.1
-0.3 0.5 0.0
0.9 -0.4 -0.4
1.1 -0.1 0.1
0.3 0.6 -0.3
-0.4 -0.8 0.4
-0.2 0.1 0.0
0.6 -0.2 -0.3
0.2 0.5 -0.5
-0.4 1.0 -0.6
-1.2 0.3 0.5
0.5 -0.6 0.4
0.0 0.8 0.3
0.0 -0.2 0.3
-0.9 -0.1 0.4
0.7 0.1 -0.5
-1.7 -0.5 -1.3
0.0 -0.1 -0.1
-0.2 -0.1 0.0
0.0 0.1 0.0
0.1 0.0 0.1
-0.1 -0.1 0.2
-0.1 -0.1 -0.4
0.0 0.0 0.0
0.0 -0.5 0.1
-0.1 0.1 -0.3
0.5 -0.3 -0.1

These are the natural (NBO) partial charges, in e, on atoms 1 to 2: Br -0.7695; Mn 1.4954

=====

Q: energy above the lowest of the compared OMol25 structures with the same formula, charge and spin of number 1 (C4H4ClN)?
A: 130.0 kJ/mol